Run i
{
  "formula": "C4H2",
  "method": "wB97M-V/def2-TZVPD",
  "elements": ["C", "C", "C", "C", "H", "H"],
  "coordinates": [[1.627, 0.097, 0.141], [0.743, -0.063, -0.674], [-0.585, -0.382, -0.741], [-1.678, -0.014, -0.368], [2.521, 0.021, 0.677], [-2.673, 0.307, -0.351]],
  "lowdin_charge": [0.141, -0.162, -0.167, 0.138, 0.025, 0.025]
}

=====

Run ii
{
  "formula": "C4H2",
  "method": "wB97M-V/def2-TZVPD",
  "elements": ["C", "C", "C", "C", "H", "H"],
  "coordinates": [[-1.867, -0.054, -0.040], [-0.676, 0.154, -0.040], [0.670, 0.090, 0.016], [1.884, -0.008, 0.003], [-2.963, -0.048, 0.151], [2.952, -0.134, -0.089]],
  "lowdin_charge": [0.127, -0.186, -0.181, 0.139, 0.061, 0.040]
}

=====

The most stable arrangement is run ii, and the next structure is 0.0348 hartree less stable.

=====

Run i
{
  "formula": "CH4N2",
  "method": "wB97M-V/def2-TZVPD",
  "elements": ["C", "N", "N", "H", "H", "H", "H"],
  "coordinates": [[-0.372, 0.969, -0.179], [0.752, -0.924, 0.910], [-1.195, 1.533, -0.874], [0.622, 1.216, 0.195], [0.173, -0.571, 1.668], [0.296, -1.661, 0.437], [-1.779, 0.977, -1.413]],
  "lowdin_charge": [-0.047, 0.014, 0.081, 0.045, -0.051, -0.073, 0.031]
}

=====

Run ii
{
  "formula": "CH4N2",
  "method": "wB97M-V/def2-TZVPD",
  "elements": ["H", "N", "C", "N", "H", "H", "H"],
  "coordinates": [[1.211, -1.182, 0.052], [1.457, -0.154, -0.010], [0.387, 0.515, -0.093], [-0.892, -0.134, -0.038], [0.476, 1.675, 0.036], [-1.672, 0.480, 0.166], [-0.967, -1.200, -0.112]],
  "lowdin_charge": [0.050, 0.015, -0.388, 0.009, 0.135, 0.060, 0.119]
}

=====

Run iii
{
  "formula": "CH4N2",
  "method": "wB97M-V/def2-TZVPD",
  "elements": ["C", "N", "N", "H", "H", "H", "H"],
  "coordinates": [[0.556, -0.098, 0.181], [-0.463, 0.745, -0.100], [-0.788, -0.646, 0.012], [1.341, -0.423, -1.071], [1.166, -0.042, 1.153], [-0.724, 1.349, 0.702], [-1.088, -0.885, -0.876]],
  "lowdin_charge": [-0.302, -0.112, -0.033, 0.177, 0.111, 0.112, 0.047]
}

=====

The most stable arrangement is run ii, and the next structure is 0.1260 hartree less stable.

=====

Run i
{
  "formula": "C7H13N4",
  "method": "wB97M-V/def2-TZVPD",
  "elements": ["C", "C", "C", "C", "C", "C", "C", "N", "N", "N", "N", "H", "H", "H", "H", "H", "H", "H", "H", "H", "H", "H", "H", "H"],
  "coordinates": [[-1.623, -0.213, 0.525], [-1.038, 0.948, 0.178], [2.893, -1.226, -0.069], [1.477, 1.042, 0.106], [-0.764, -1.380, 0.236], [-1.698, 2.225, 0.080], [-1.568, -2.197, -0.707], [3.243, -1.676, 0.960], [1.906, 2.244, 0.417], [0.306, 0.616, -0.247], [0.325, -0.767, -0.574], [-2.557, -0.308, 0.904], [2.894, -1.173, -1.180], [-0.313, -1.977, 0.994], [-1.731, 2.560, -0.997], [-1.129, 3.089, 0.698], [-2.703, 2.202, 0.499], [-1.963, -1.478, -1.436], [-2.482, -2.631, -0.282], [-1.071, -3.133, -1.215], [3.117, -1.366, 1.907], [1.413, 3.110, 0.407], [2.957, 2.353, 0.353], [0.109, -0.864, -1.558]],
  "lowdin_charge": [0.016, -0.246, 0.113, -0.159, -0.344, -0.038, -0.075, 0.212, 0.111, -0.070, 0.006, 0.101, 0.121, 0.134, 0.111, 0.129, 0.088, 0.093, 0.091, 0.130, 0.124, 0.091, 0.136, 0.125],
  "total_charge": 1
}

=====

Run ii
{
  "formula": "C7H13N4",
  "method": "wB97M-V/def2-TZVPD",
  "elements": ["C", "C", "C", "C", "C", "C", "C", "N", "N", "N", "N", "H", "H", "H", "H", "H", "H", "H", "H", "H", "H", "H", "H", "H"],
  "coordinates": [[0.906, 1.674, 2.026], [-0.958, 0.355, 2.447], [0.966, 1.308, 0.583], [0.180, 0.299, -2.484], [-0.156, -1.142, -2.222], [-0.597, -0.048, -1.246], [0.459, -0.158, 0.461], [-0.080, 1.357, 2.803], [-0.541, -0.511, 1.475], [-2.131, 0.328, 3.030], [1.463, -1.086, 0.481], [1.677, 2.353, 2.419], [0.391, 2.140, 0.098], [1.914, 1.332, 0.178], [1.162, 0.696, -2.709], [-0.555, 0.574, -3.149], [-0.784, -1.743, -2.926], [0.638, -1.620, -1.664], [-1.539, 0.415, -0.952], [-1.189, -1.261, 1.283], [-2.350, 0.774, 3.947], [-2.811, -0.320, 2.770], [2.382, -0.839, -0.029], [1.269, -2.116, 0.486]],
  "lowdin_charge": [-0.036, -0.344, -0.069, -0.147, -0.124, -0.116, -0.406, 0.152, 0.162, 0.240, 0.080, 0.142, 0.161, 0.094, 0.112, 0.074, 0.123, 0.065, 0.107, 0.159, 0.173, 0.109, 0.157, 0.133],
  "total_charge": 1
}

=====

The most stable arrangement is run ii, and the next structure is 0.0972 hartree less stable.

=====

Run i
{
  "formula": "CH3N5",
  "method": "wB97M-V/def2-TZVPD",
  "elements": ["N", "C", "N", "N", "N", "N", "H", "H", "H"],
  "coordinates": [[1.424, -0.895, -0.621], [0.451, 0.002, -0.271], [0.227, 1.239, -0.316], [-1.432, 1.217, 0.477], [-1.538, -0.010, 0.878], [-0.743, -0.860, 0.535], [2.103, -0.693, -1.342], [1.081, -1.848, -0.625], [-1.574, 1.847, 1.284]],
  "lowdin_charge": [0.102, -0.458, 0.134, 0.024, -0.164, 0.074, 0.099, 0.083, 0.106]
}

=====

Run ii
{
  "formula": "CH3N5",
  "method": "wB97M-V/def2-TZVPD",
  "elements": ["H", "N", "C", "N", "N", "N", "N", "H", "H"],
  "coordinates": [[-2.429, -0.526, 0.068], [-1.942, 0.018, -0.632], [-0.674, 0.144, -0.437], [0.198, 0.585, -1.390], [1.358, 0.519, -0.937], [1.361, 0.039, 0.289], [0.131, -0.273, 0.641], [2.250, -0.228, 0.689], [-0.253, -0.279, 1.708]],
  "lowdin_charge": [0.018, 0.089, -0.531, 0.057, 0.004, -0.073, 0.044, 0.159, 0.231]
}

=====

Run iii
{
  "formula": "CH3N5",
  "method": "wB97M-V/def2-TZVPD",
  "elements": ["N", "C", "N", "N", "N", "N", "H", "H", "H"],
  "coordinates": [[1.782, -0.206, -0.016], [0.522, -0.124, -0.027], [-0.340, 0.942, 0.078], [-1.645, 0.617, -0.055], [-1.720, -0.643, -0.024], [-0.459, -1.099, 0.106], [2.239, 0.688, -0.101], [-0.129, 1.912, 0.130], [-0.250, -2.086, -0.090]],
  "lowdin_charge": [0.102, -0.499, 0.049, -0.010, -0.011, 0.044, 0.031, 0.136, 0.158]
}

=====

The most stable arrangement is run iii, and the next structure is 0.0530 hartree less stable.